(1)
25
Properties=species:S:1:pos:R:3 method="wB97M-V/def2-TZVPD" fmax_ev_per_a=5.90 e_above_lowest_ev=5.3287 homo_lumo_gap_ev=8.72 charge=+1
S 0.387 1.911 1.870
N 1.998 -0.975 2.092
N -0.394 0.750 -0.633
C -0.933 0.992 2.763
C 0.673 0.959 0.385
C 1.399 -1.096 1.084
C -0.337 1.866 -1.671
C 0.456 -1.603 -1.175
C -0.761 -0.730 -1.090
C 1.295 -2.103 0.016
H 0.607 1.739 -2.209
H -0.410 2.691 -1.109
H 1.567 1.361 -0.228
H -1.943 1.312 2.533
H 1.094 -0.955 -1.887
H -1.127 -0.623 -2.019
H -1.311 1.084 -0.148
H 0.260 -2.346 -1.853
H 2.214 -0.199 2.687
H 2.355 -2.160 -0.108
H -0.628 1.328 3.773
H -1.230 1.785 -2.462
H -1.405 -1.036 -0.285
H -0.850 0.053 2.347
H 1.012 -3.066 0.524

---

(2)
16
Properties=species:S:1:pos:R:3 method="wB97M-V/def2-TZVPD" fmax_ev_per_a=8.27 e_above_lowest_ev=9.2839 homo_lumo_gap_ev=9.76
O 1.409 1.852 0.965
N -0.348 -1.056 -0.594
N -1.219 0.791 0.655
N 2.316 1.243 -0.201
N -2.835 -0.630 -0.569
C -1.470 -0.231 -0.108
C 0.884 -0.850 0.299
C 1.831 0.082 -0.562
H -0.423 -2.184 -0.857
H -0.378 0.693 1.191
H 1.360 -1.752 0.652
H -3.044 -0.482 -1.812
H -3.538 0.119 0.175
H 2.484 0.040 -1.564
H 2.499 2.555 1.183
H 0.469 -0.191 1.148

---

(3)
56
Properties=species:S:1:pos:R:3 method="wB97M-V/def2-TZVPD" fmax_ev_per_a=5.03 e_above_lowest_ev=6.9351 homo_lumo_gap_ev=9.68
O 3.794 -0.542 -1.128
O -2.171 -1.708 2.606
O -2.677 3.112 -1.614
O 2.277 -2.681 -2.003
O 0.871 -2.189 3.671
O 2.425 -0.869 0.925
O 2.134 3.465 -0.428
O -0.081 2.508 -0.674
O -0.987 0.443 3.589
O -4.322 0.059 -1.661
O 3.199 1.239 -2.698
O 0.360 3.825 2.205
O 1.161 2.884 -2.928
N -2.425 0.322 0.654
N -0.001 -3.026 0.177
C -0.950 -0.140 0.652
C -0.357 -3.989 0.903
C -1.034 -2.193 -0.590
C -2.000 -2.806 -1.151
C -0.659 -0.825 -0.660
H 3.316 -1.355 -1.106
H 1.695 -0.315 0.691
H -1.849 2.676 -1.411
H 1.921 2.101 -3.034
H -2.858 -2.320 -1.579
H 0.397 -2.173 2.857
H -2.611 0.995 -0.088
H 2.078 4.308 -1.053
H -2.821 0.594 1.541
H -1.387 -4.294 1.241
H 1.524 -2.905 -1.440
H -2.493 3.664 -2.331
H 0.293 -4.632 1.474
H -4.284 0.130 -0.713
H 3.420 -0.119 -0.317
H -2.796 -1.172 2.067
H 0.422 -0.614 -0.869
H -1.055 -0.504 3.401
H 2.342 2.710 -0.937
H 0.751 2.856 -3.774
H -0.697 -0.771 1.512
H 0.280 2.911 0.142
H -2.585 -2.480 2.867
H -0.130 3.056 2.627
H -2.189 -3.896 -1.135
H -1.786 0.679 4.026
H 2.206 -1.764 0.594
H -3.828 0.888 -1.930
H 4.053 1.670 -2.410
H -1.342 -0.286 -1.357
H 3.240 0.321 -2.120
H 2.756 -3.211 -2.652
H 0.472 2.656 -1.444
H 1.322 3.757 2.602
H 1.624 -1.616 3.686
H -0.299 0.728 0.738

---

(4)
11
Properties=species:S:1:pos:R:3 method="wB97M-V/def2-TZVPD" fmax_ev_per_a=4.27 e_above_lowest_ev=3.6841 smiles=C#Cc1ncn(O)n1 homo_lumo_gap_ev=10.03
O -2.595 -0.840 -0.074
N 0.059 1.499 0.002
N -1.380 -0.140 0.039
N -0.249 -0.774 0.063
C 0.647 0.241 0.196
C 1.960 -0.088 -0.021
C 3.094 -0.474 -0.034
C -1.243 1.190 -0.009
H -2.050 1.892 -0.143
H -2.303 -1.709 0.201
H 4.061 -0.797 -0.220

---

(5)
8
Properties=species:S:1:pos:R:3 method="wB97M-V/def2-TZVPD" fmax_ev_per_a=2.97 e_above_lowest_ev=3.3615 smiles="O=CN(O)O" homo_lumo_gap_ev=9.60
O 0.495 -1.442 0.016
O 1.151 0.739 -0.087
O -2.376 -0.049 -0.201
N 0.264 -0.226 -0.639
C -1.320 0.418 0.008
H 2.061 0.410 -0.345
H 0.772 -1.164 0.910
H -1.055 1.168 0.791

---

(6)
29
Properties=species:S:1:pos:R:3 method="wB97M-V/def2-TZVPD" fmax_ev_per_a=9.09 e_above_lowest_ev=4.7498 homo_lumo_gap_ev=5.76 charge=+1
Br 5.497 1.729 3.114
N 1.133 -0.660 -0.259
N -0.287 1.341 0.007
C 4.212 1.003 2.041
C -2.682 1.411 0.506
C 4.490 0.347 0.845
C -0.337 0.106 -0.226
C 3.515 -0.186 0.111
C 2.913 1.054 2.475
C 1.842 0.632 1.672
C 2.140 -0.040 0.522
C -2.782 0.438 -0.673
C 1.168 -1.751 -1.058
C -1.369 2.029 0.163
C -1.650 -0.533 -0.701
H -2.902 1.113 -1.579
H 0.894 -1.532 -2.100
H 0.848 0.421 1.953
H 2.792 1.649 3.337
H -1.589 -0.934 -1.753
H 0.564 -2.628 -0.616
H 3.689 -0.674 -0.830
H -1.187 3.011 0.003
H 5.494 0.617 0.547
H -2.401 0.864 1.498
H -3.642 2.085 0.620
H 2.200 -2.230 -1.099
H -1.914 -1.312 0.058
H -3.666 -0.152 -0.525